18
Properties=species:S:1:pos:R:3:forces:R:3 method="wB97M-V/def2-TZVPD" charge=+1 homo_ha=-0.4888 orbital_gap_ev=9.779 e_lumo_ha=-0.1295
S -1.399 -1.376 0.824 0.3 1.0 0.4
N 1.122 -0.172 -1.029 -1.5 -0.3 0.6
C -0.289 -0.003 -3.024 0.4 1.9 1.1
C 0.353 0.625 -2.001 -0.6 0.7 -2.3
C -0.941 -0.356 2.340 0.5 -0.4 -0.1
C 0.386 0.403 2.111 -1.0 0.2 -0.4
H -1.706 -0.307 0.034 -0.1 -0.4 0.4
H -1.780 0.339 2.541 0.5 -0.6 0.1
H 0.434 1.751 -1.857 0.0 -1.8 -0.3
H 1.292 -1.114 -1.411 0.4 0.4 0.2
H -0.748 0.530 -3.885 0.3 -0.1 1.1
H 1.970 0.311 -0.726 0.1 -0.3 -0.1
H 1.187 -0.265 1.773 -0.1 0.1 0.4
H 0.495 -0.341 -0.188 0.6 -0.1 -0.4
H 0.676 0.944 3.005 0.2 -0.1 0.2
H 0.210 1.176 1.344 0.1 -0.1 0.1
H -0.799 -1.086 3.179 -0.5 0.6 -0.8
H -0.463 -1.059 -3.031 0.4 -0.6 0.0


18
Properties=species:S:1:pos:R:3:forces:R:3 method="wB97M-V/def2-TZVPD" charge=+1 homo_ha=-0.4744 orbital_gap_ev=4.109 e_lumo_ha=-0.3234
S 1.410 -0.299 0.624 -1.7 0.0 -1.8
N 4.499 0.330 -0.418 -2.5 -0.3 0.7
C -2.467 0.181 -0.115 -1.2 -0.2 1.0
C -3.692 -0.232 -0.434 1.0 0.4 -0.4
C 0.738 -0.879 -0.901 5.6 1.4 3.5
C -2.206 1.040 1.107 1.0 -1.8 -0.3
H -3.182 0.998 1.708 1.7 1.1 -0.7
H -1.419 0.418 1.680 -1.0 1.1 -0.3
H -1.622 -0.268 -0.606 0.6 0.1 -0.7
H -3.902 -0.842 -1.293 0.0 -0.3 -0.1
H 2.349 -1.255 0.727 -0.4 -0.6 0.7
H 4.359 0.905 0.441 0.4 -0.5 -0.9
H 5.263 -0.328 -0.259 -0.5 0.0 0.0
H -4.508 0.154 0.132 -0.7 0.2 0.2
H 1.015 -0.060 -1.571 -2.3 0.3 -0.9
H 3.548 -0.154 -0.597 2.7 0.9 0.1
H -1.668 1.968 0.735 -1.2 -0.6 1.1
H 1.485 -1.677 -0.960 -1.5 -1.1 -1.3


18
Properties=species:S:1:pos:R:3:forces:R:3 method="wB97M-V/def2-TZVPD" charge=+1 homo_ha=-0.4985 orbital_gap_ev=10.277 e_lumo_ha=-0.1208
S -1.186 -0.158 1.934 -0.3 0.2 0.0
N 0.573 -0.540 -0.622 0.0 0.8 0.5
C -2.457 -1.181 1.124 0.1 -0.3 -0.1
C 2.564 0.968 -0.742 -0.2 -0.5 -0.2
C 0.787 0.819 -2.574 0.4 0.1 0.4
C 1.312 0.486 -1.403 -0.1 -0.1 -0.5
H 0.038 -0.085 0.184 -0.1 -0.6 -0.3
H -0.055 -1.056 -1.233 -0.1 -0.1 0.1
H 1.197 -1.194 -0.144 0.1 -0.1 -0.2
H -1.642 1.027 1.505 0.0 0.1 0.1
H -2.179 -1.435 0.100 -0.1 0.1 0.0
H 2.948 1.832 -1.278 0.1 0.0 0.1
H -0.191 0.490 -2.899 0.1 -0.3 -0.1
H 2.367 1.241 0.301 0.1 0.0 -0.2
H -2.523 -2.114 1.683 0.0 0.1 0.0
H 1.352 1.452 -3.243 -0.2 0.3 0.1
H -3.430 -0.699 1.122 0.1 0.1 0.1
H 3.309 0.161 -0.763 0.0 0.3 0.1


18
Properties=species:S:1:pos:R:3:forces:R:3 method="wB97M-V/def2-TZVPD" charge=+1 homo_ha="-0.4902 / -0.4802" orbital_gap_ev="8.339 / 8.050" e_lumo_ha="-0.1837 / -0.1844"
S 0.116 0.354 -0.175 0.9 2.9 -1.6
N 0.467 -1.724 0.579 -2.8 0.5 0.5
C 1.594 -2.357 0.754 3.4 -0.6 1.3
C 0.243 2.140 -0.897 3.7 -1.5 2.2
C -1.141 -0.250 -1.237 0.0 -2.6 0.1
C -0.846 0.826 1.173 -1.7 -0.2 3.2
H 2.362 -2.077 -0.013 -0.3 -0.9 0.2
H -0.103 2.130 -1.865 -1.3 0.2 -2.0
H -1.873 1.056 0.821 0.6 0.0 0.1
H -0.961 -0.064 1.905 0.4 1.6 -1.1
H 1.384 2.368 -0.960 -2.1 -0.3 0.4
H -0.240 2.707 -0.128 -0.3 0.8 -0.4
H -1.368 -1.299 -0.792 0.2 1.8 -1.2
H -0.451 1.760 1.672 -0.2 -1.4 -0.4
H 1.321 -3.405 0.929 0.3 -0.6 -0.8
H 2.144 -2.227 1.761 -0.7 0.5 -0.7
H -0.622 -0.302 -2.192 -0.3 -0.5 -0.3
H -2.026 0.363 -1.335 0.0 0.3 0.3


19
Properties=species:S:1:pos:R:3:forces:R:3 method="wB97M-V/def2-TZVPD" charge=0 spin_multiplicity=2 homo_ha="-0.3094 / -0.3092" orbital_gap_ev="7.245 / 6.309" s2=0.75 e_lumo_ha="-0.0431 / -0.0774"
S -1.740 -0.156 -0.791 -0.4 -0.1 0.1
S 1.747 0.481 1.486 -0.6 -0.7 -0.8
N 0.850 0.619 -2.345 0.7 0.7 -0.4
C -1.913 -0.020 0.965 -0.3 -0.2 0.4
C 1.282 1.201 -1.069 -0.7 -1.4 -0.8
C -1.485 -1.203 1.820 0.8 0.0 0.3
C 1.816 0.087 -0.165 2.7 4.4 3.5
H 1.069 -0.971 -0.596 -1.0 -2.1 -0.4
H 2.034 1.987 -1.198 0.1 -0.5 -0.1
H -2.271 -1.876 2.128 -0.4 -0.1 -0.2
H -1.028 -0.797 2.719 -0.1 0.0 0.3
H 0.743 -1.720 -0.641 0.2 0.6 -0.3
H 0.454 1.653 -0.550 -0.4 0.3 0.4
H 2.857 -0.212 -0.279 -0.5 -1.0 -1.2
H -0.688 -1.803 1.379 -0.1 0.0 -0.3
H -2.979 0.151 1.089 -0.5 0.0 0.0
H -1.494 0.895 1.369 0.4 0.2 -0.3
H 0.862 1.335 -3.058 0.1 0.0 -0.2
H -0.116 0.353 -2.260 -0.2 -0.1 -0.1


19
Properties=species:S:1:pos:R:3:forces:R:3 method="wB97M-V/def2-TZVPD" charge=+1 homo_ha=-0.4402 orbital_gap_ev=6.543 e_lumo_ha=-0.1997
S 1.869 0.629 1.691 -0.2 -0.5 -0.5
S 1.513 1.570 -0.175 -0.4 -0.3 0.8
N -0.858 -0.680 -0.826 -1.7 0.6 -1.2
C -1.260 -0.623 -2.060 0.2 -0.5 1.7
C -0.032 2.455 0.262 0.7 0.4 0.0
C -1.704 -1.182 0.279 -0.6 0.9 -1.1
C 2.386 -1.023 1.055 -0.6 0.3 -0.9
H 3.055 -1.490 1.762 0.0 0.0 0.3
H -1.438 -0.626 1.143 0.0 0.5 0.8
H 0.082 2.886 1.266 0.0 0.0 -0.4
H -0.102 -0.031 -0.577 1.5 -0.7 0.0
H 1.546 -1.735 0.792 0.9 1.0 0.3
H -0.498 -0.477 -2.834 -0.6 0.6 0.1
H 2.981 -0.725 0.177 -0.2 -0.8 0.2
H -2.347 -0.761 -2.198 0.8 -0.6 -0.6
H -2.769 -1.042 0.007 0.6 -0.2 0.3
H -0.065 3.266 -0.488 -0.4 -0.4 0.4
H -1.458 -2.205 0.453 0.1 -0.8 0.0
H -0.902 1.796 0.271 0.0 0.3 -0.2


19
Properties=species:S:1:pos:R:3:forces:R:3 method="wB97M-V/def2-TZVPD" charge=+1 homo_ha=-0.5164 orbital_gap_ev=9.176 e_lumo_ha=-0.1792
S -0.089 1.011 -0.487 0.4 -1.0 1.1
S 2.855 0.953 0.120 -1.2 0.1 0.1
N 1.404 -1.403 -1.372 0.8 1.5 0.6
C 1.225 0.204 0.282 1.1 1.5 -0.4
C -2.716 0.985 -0.370 3.8 -1.0 -3.0
C 1.109 -0.714 1.431 -4.4 2.5 -0.1
C -1.556 0.318 0.403 -0.9 -1.9 -2.9
H 0.471 -1.529 1.112 0.1 -0.3 0.8
H 0.628 -0.044 2.278 0.0 -1.2 -1.7
H -1.697 -0.845 0.390 0.8 2.1 -0.3
H 1.948 -0.868 1.959 3.5 -1.5 1.0
H 1.968 -0.696 -1.818 0.3 0.0 -0.3
H -1.428 0.602 1.389 -0.2 0.7 2.0
H 0.555 -1.421 -1.898 -0.6 -0.8 -0.3
H 1.963 -2.229 -1.324 -0.2 -0.9 -0.2
H -2.902 1.947 -0.117 0.0 3.2 0.9
H -2.585 0.952 -1.526 0.3 0.1 1.9
H 2.446 2.229 -0.153 0.1 -0.6 -0.1
H -3.600 0.548 -0.297 -3.8 -2.6 1.0


17
Properties=species:S:1:pos:R:3:forces:R:3 method="wB97M-V/def2-TZVPD" charge=0 homo_ha=-0.3818 orbital_gap_ev=11.314 e_lumo_ha=0.0339
O 3.734 0.261 0.743 -0.1 -0.4 -0.9
C 2.968 -0.138 -0.438 0.8 -1.0 2.1
C -0.984 1.008 -0.309 0.4 -0.7 0.5
C -2.629 -0.889 0.046 0.5 -0.8 -0.1
C -1.346 -0.223 0.544 -1.3 0.7 -0.4
H -0.545 -0.960 0.551 0.2 0.2 0.1
H -0.599 0.660 -1.270 0.3 0.3 0.0
H -1.816 1.677 -0.526 -0.2 -0.1 0.2
H -3.461 -0.195 -0.050 -0.1 0.0 0.2
H -2.480 -1.363 -0.930 0.1 0.2 -0.1
H 3.411 1.093 1.040 -0.3 1.1 0.4
H -1.546 0.122 1.562 0.3 -0.2 0.1
H 3.628 -0.105 -1.296 -0.2 0.0 -0.3
H -0.248 1.558 0.284 0.2 0.2 -0.6
H 2.745 -1.160 -0.111 -0.2 -0.1 -1.1
H -2.857 -1.729 0.707 -0.4 0.2 0.1
H 2.025 0.383 -0.547 0.0 0.4 -0.2


17
Properties=species:S:1:pos:R:3:forces:R:3 method="wB97M-V/def2-TZVPD" charge=0 homo_ha=-0.3831 orbital_gap_ev=11.402 e_lumo_ha=0.0359
O 0.839 0.338 1.686 0.1 0.4 -0.1
C 0.922 1.325 0.644 -0.1 -0.4 0.1
C -0.352 -1.783 -1.764 0.4 -0.5 0.7
C -0.285 2.270 0.666 0.6 0.1 0.0
C -0.561 -1.891 -0.253 0.2 -0.1 -0.1
H 1.046 0.818 2.494 -0.1 -0.2 0.1
H 0.275 -2.357 0.273 0.1 0.0 -0.2
H 0.588 -1.282 -1.984 -0.2 0.5 -0.1
H 0.931 0.760 -0.288 0.1 0.0 0.0
H -0.193 -2.780 -2.166 -0.4 -0.2 -0.3
H -0.687 -0.915 0.199 -0.2 0.1 0.1
H -1.025 1.948 -0.055 -0.3 -0.1 0.0
H 1.895 1.815 0.733 -0.2 0.3 -0.1
H -0.022 3.298 0.408 0.1 0.0 0.1
H -1.226 -1.310 -2.213 0.3 0.0 -0.3
H -0.713 2.253 1.666 -0.1 0.1 0.0
H -1.431 -2.507 -0.045 -0.2 0.0 0.1


17
Properties=species:S:1:pos:R:3:forces:R:3 method="wB97M-V/def2-TZVPD" charge=0 homo_ha=-0.3837 orbital_gap_ev=11.461 e_lumo_ha=0.0375
O 1.719 -2.864 0.170 0.1 0.0 0.1
C 1.050 -0.811 -0.909 -1.0 0.6 -0.2
C -1.654 1.820 -0.270 0.2 -0.5 0.0
C -0.707 1.629 0.929 -0.5 0.1 0.2
C 0.700 -1.846 0.128 0.4 -1.2 -0.2
H -1.258 1.161 1.746 0.1 -0.1 0.0
H -1.241 1.407 -1.191 0.1 0.2 0.0
H 2.514 -2.551 0.610 -0.1 0.2 0.0
H 1.104 -1.323 -1.868 1.1 -0.1 0.1
H 0.253 -0.111 -1.163 -0.4 0.0 0.6
H 0.461 -1.550 1.146 0.1 0.7 0.0
H 0.122 0.970 0.698 0.2 0.1 0.0
H 1.875 -0.171 -0.600 0.4 -0.4 -0.4
H -0.346 2.572 1.341 0.2 0.0 -0.2
H -2.563 1.243 -0.097 -0.2 0.3 -0.1
H -0.134 -2.436 -0.212 -0.6 0.1 -0.2
H -1.895 2.861 -0.460 -0.1 0.0 0.1


17
Properties=species:S:1:pos:R:3:forces:R:3 method="wB97M-V/def2-TZVPD" charge=+1 spin_multiplicity=2 homo_ha="-0.5680 / -0.5674" orbital_gap_ev="11.955 / 5.447" s2=0.75 e_lumo_ha="-0.1287 / -0.3672"
O 0.381 0.799 -1.334 -0.2 0.9 -0.7
C 0.699 1.809 0.860 1.3 -1.3 1.4
C -0.032 -1.524 0.504 -1.3 -1.3 0.8
C -1.071 -2.122 -0.449 0.4 1.7 -1.8
C 0.099 1.897 -0.492 0.5 -1.7 -0.1
H -0.569 -0.773 1.076 0.4 0.6 0.0
H 1.071 0.148 -1.075 0.1 0.1 0.5
H 0.846 -1.161 -0.044 0.1 -0.3 0.5
H -2.088 -2.234 -0.079 0.4 -0.6 0.5
H 1.153 2.716 1.240 -0.3 0.4 -0.1
H -0.989 1.878 -0.640 -0.4 0.7 0.2
H -1.228 -1.368 -1.257 0.0 -0.2 0.3
H 0.466 2.772 -1.094 -0.3 -0.1 -0.1
H 0.246 -2.276 1.267 0.4 0.4 -0.5
H 1.532 1.079 0.863 0.1 0.5 -0.5
H -0.667 -2.943 -1.029 -0.3 -0.7 0.4
H 0.151 1.302 1.683 -0.7 0.8 -0.7


17
Properties=species:S:1:pos:R:3:forces:R:3 method="wB97M-V/def2-TZVPD" charge=+1 spin_multiplicity=2 homo_ha="-0.5423 / -0.5333" orbital_gap_ev="10.496 / 3.632" s2=0.75 e_lumo_ha="-0.1565 / -0.3998"
O 2.072 -1.992 1.845 -0.1 -0.1 -0.7
C -2.304 1.180 -0.168 0.1 1.2 -0.8
C -0.871 0.641 -0.057 -0.7 -1.1 0.5
C 1.800 -1.673 0.510 -1.1 -1.3 0.3
C 0.178 1.167 -0.982 0.9 1.2 -0.4
H -2.609 1.618 0.774 -0.4 -0.2 0.2
H -2.350 2.000 -0.895 0.3 0.1 0.1
H -3.048 0.507 -0.585 0.1 -0.4 0.5
H 1.294 -2.490 -0.009 0.3 -0.3 0.1
H -1.010 -0.455 -0.228 0.4 0.2 0.1
H -0.543 0.736 0.983 0.0 0.1 0.0
H 1.100 -0.825 0.494 0.6 0.8 0.0
H -0.044 1.068 -2.038 -0.1 -0.5 -0.1
H 0.426 2.231 -0.890 -0.7 0.1 0.4
H 1.164 0.772 -0.751 0.1 -0.6 -0.3
H 2.792 -1.521 0.030 0.0 0.7 0.0
H 1.956 -2.964 1.966 0.1 0.1 0.3


18
Properties=species:S:1:pos:R:3:forces:R:3 method="wB97M-V/def2-TZVPD" charge=0 homo_ha=-0.3236 orbital_gap_ev=9.392 e_lumo_ha=0.0216
O -1.498 -2.891 -0.289 -0.1 0.0 0.1
O 1.293 -1.212 2.164 0.4 0.4 -0.1
C 0.365 0.799 -0.861 -1.0 -1.0 0.9
C -1.778 0.900 0.386 0.2 -2.4 1.2
C 1.561 1.195 -1.600 1.5 1.1 1.6
C -0.574 1.527 -0.249 0.2 -0.3 0.0
H -1.579 -0.139 0.891 0.1 2.0 -0.8
H 1.602 0.696 -2.571 0.1 0.7 -0.1
H -2.299 1.510 1.115 0.2 0.3 0.1
H 1.641 2.299 -1.480 0.0 -0.5 -1.3
H -1.545 -3.087 0.653 0.1 0.1 -0.1
H -2.508 0.616 -0.350 -0.5 0.1 -0.6
H -0.562 2.615 -0.174 0.3 -0.1 -0.4
H 1.919 -0.488 1.974 -0.5 -0.5 0.1
H 2.464 0.869 -1.009 -0.6 -0.1 -0.7
H 0.297 -0.294 -0.759 -0.5 0.3 0.0
H 1.790 -1.839 2.699 0.0 0.1 0.0
H -0.589 -3.076 -0.541 0.0 0.0 0.1